Record 1
C38H53As2GeOTc | ωB97M-V/def2-TZVPD

Cartesian coordinates (Å):
1 Tc -0.017 1.088 -1.162
2 C 1.104 5.544 -0.222
3 C 0.779 4.141 0.319
4 C 0.093 4.227 1.678
5 C -0.038 3.387 -0.709
6 C 0.516 3.173 -2.016
7 C -0.225 2.576 -3.042
8 C -1.492 1.999 -2.769
9 C -2.330 1.344 -3.824
10 C -1.997 2.137 -1.446
11 C -1.319 2.872 -0.452
12 H 1.635 6.111 0.542
13 H 0.188 6.086 -0.459
14 H 1.733 5.523 -1.111
15 H 1.726 3.589 0.422
16 H -0.845 4.780 1.613
17 H 0.726 4.775 2.375
18 H -0.122 3.244 2.110
19 H 1.506 3.551 -2.237
20 H 0.194 2.517 -4.039
21 H -2.681 0.361 -3.506
22 H -1.800 1.258 -4.771
23 H -3.217 1.960 -3.991
24 H -2.936 1.656 -1.195
25 H -1.770 2.982 0.524
26 C -1.347 -2.262 -2.878
27 C -0.295 -1.629 -3.774
28 As 1.045 -0.591 -2.829
29 C 2.325 -1.802 -1.977
30 C 2.386 -3.179 -2.635
31 C 2.044 0.315 -4.241
32 C 2.948 -0.623 -5.038
33 H -2.106 -2.752 -3.489
34 H -1.852 -1.520 -2.254
35 H -0.922 -3.024 -2.223
36 H -0.743 -0.935 -4.486
37 H 0.245 -2.375 -4.360
38 H 2.058 -1.885 -0.922
39 H 3.289 -1.291 -2.043
40 H 1.438 -3.713 -2.550
41 H 3.153 -3.781 -2.148
42 H 2.647 -3.119 -3.690
43 H 2.616 1.122 -3.778
44 H 1.295 0.766 -4.895
45 H 3.730 -1.067 -4.424
46 H 3.440 -0.054 -5.826
47 H 2.383 -1.420 -5.522
48 C 4.219 1.018 0.898
49 As 2.698 0.459 1.885
50 C 2.065 1.778 3.097
51 C 2.824 -1.336 2.499
52 O 1.449 0.371 0.509
53 H 5.027 1.192 1.615
54 H 3.999 1.950 0.378
55 H 4.516 0.233 0.204
56 H 2.690 1.717 3.992
57 H 1.030 1.565 3.363
58 H 2.176 2.759 2.638
59 H 3.447 -1.330 3.398
60 H 3.304 -1.929 1.721
61 H 1.832 -1.730 2.723
62 C 0.170 0.075 0.388
63 Ge -1.480 -1.137 1.799
64 C -0.388 -2.715 1.912
65 C 0.251 -3.230 0.777
66 C 0.990 -4.399 0.859
67 C 1.085 -5.075 2.074
68 C 0.428 -4.590 3.199
69 C -0.304 -3.411 3.127
70 C -1.454 0.005 3.343
71 C -0.453 -0.237 4.303
72 C -0.462 0.420 5.522
73 C -1.473 1.333 5.805
74 C -2.475 1.577 4.874
75 C -2.471 0.919 3.656
76 C -2.976 -1.182 0.620
77 C -3.287 -2.412 0.029
78 C -4.455 -2.562 -0.704
79 C -5.319 -1.486 -0.856
80 C -5.019 -0.256 -0.274
81 C -3.858 -0.106 0.464
82 H 0.139 -2.725 -0.178
83 H 1.472 -4.807 -0.020
84 H 1.651 -5.995 2.136
85 H 0.470 -5.139 4.130
86 H -0.829 -3.064 4.007
87 H 0.311 -0.983 4.115
88 H 0.294 0.204 6.267
89 H -1.493 1.836 6.763
90 H -3.278 2.261 5.115
91 H -3.295 1.085 2.978
92 H -2.639 -3.269 0.175
93 H -4.704 -3.524 -1.132
94 H -6.244 -1.609 -1.405
95 H -5.714 0.570 -0.369
96 H -3.655 0.849 0.929

Computed properties:
Net charge = +4
Energy relative to the best compared isomer or geometry (same formula, charge and spin) = 0.0 kcal/mol
Orbital gap (spin up / spin down) = 0.19433 / 0.19410 Eh
Molar mass = 846.3 g mol⁻¹
E_HOMO (spin up / spin down) = -19.1524 / -19.1524 eV

These are the Löwdin partial charges, in e, on atoms 1 to 6: Tc 1.1113; C -0.0139; C -0.3730; C -0.0602; C -0.2364; C -0.0612

---

Record 2
C4H3N | ωB97M-V/def2-TZVPD

Cartesian coordinates (Å):
1 C -0.195 0.183 2.032
2 C 0.032 -0.264 0.933
3 C 0.454 -0.533 -0.559
4 C 0.469 0.574 -1.477
5 N 1.625 0.116 -1.269
6 H -0.310 0.127 3.078
7 H 0.335 -1.565 -0.971
8 H -0.057 1.307 -1.985

Computed properties:
SMILES = C#C[C@H]1C=N1
Energy relative to the best compared isomer or geometry (same formula, charge and spin) = 59.7 kcal/mol
Orbital gap = 0.39883 Eh
Molar mass = 65.1 g mol⁻¹
E_HOMO = -9.8189 eV

These are the Löwdin partial charges, in e, on atoms 1 to 6: C 0.0734; C -0.0590; C -0.2874; C -0.1051; N 0.1527; H 0.0135

---

Record 3
C9H60NO22 | ωB97M-V/def2-TZVPD

Cartesian coordinates (Å):
1 C 1.072 -0.653 -2.078
2 C 0.285 -0.625 -0.720
3 C 0.945 -1.705 0.134
4 C 0.569 -1.572 1.535
5 C 0.948 -0.159 2.001
6 C 0.101 0.928 1.305
7 N 0.362 0.768 -0.187
8 O -0.325 1.722 -0.998
9 C 0.792 2.247 1.730
10 C -1.421 0.843 1.751
11 C -1.132 -1.136 -1.049
12 H 0.604 0.006 -2.809
13 H 1.194 -1.681 -2.422
14 H 2.071 -0.282 -1.848
15 H 2.031 -1.708 0.228
16 H 0.876 -2.732 -0.222
17 H 1.003 -2.271 2.251
18 H -0.514 -1.672 1.608
19 H 1.990 0.027 1.741
20 H 0.782 -0.239 3.076
21 H 1.815 2.235 1.355
22 H 0.879 2.429 2.801
23 H 0.306 3.148 1.355
24 H -2.147 0.995 0.951
25 H -1.747 1.602 2.462
26 H -1.711 -0.143 2.114
27 H -1.540 -0.586 -1.897
28 H -1.739 -1.085 -0.145
29 H -0.991 -2.158 -1.401
30 O 0.351 -7.076 0.847
31 H -0.472 -6.810 1.258
32 H 0.609 -7.869 1.318
33 O 0.891 8.968 1.228
34 H 0.114 8.413 1.151
35 H 1.147 9.149 0.324
36 O -5.539 -2.557 3.097
37 H -5.030 -3.327 2.844
38 H -5.398 -2.477 4.041
39 O 0.368 5.574 7.190
40 H 0.425 4.651 7.434
41 H 1.245 5.921 7.355
42 O -7.768 -2.620 -1.480
43 H -8.572 -2.118 -1.347
44 H -7.134 -2.220 -0.884
45 O 5.957 -2.371 -4.376
46 H 6.793 -2.017 -4.680
47 H 5.297 -1.808 -4.780
48 O -2.275 3.712 -5.575
49 H -2.043 3.485 -4.674
50 H -1.789 3.087 -6.112
51 O 2.924 5.774 -1.619
52 H 2.313 5.041 -1.697
53 H 2.464 6.513 -2.019
54 O 4.395 -5.711 0.743
55 H 3.571 -5.329 1.045
56 H 5.073 -5.171 1.151
57 O -2.713 5.256 0.894
58 H -2.179 4.860 0.205
59 H -2.249 5.049 1.705
60 O -3.411 -7.351 -1.792
61 H -2.679 -7.054 -2.332
62 H -3.544 -8.264 -2.049
63 O 5.268 -2.630 4.480
64 H 4.659 -1.978 4.132
65 H 5.885 -2.124 5.008
66 O -2.846 -0.159 -7.729
67 H -3.143 -0.917 -7.225
68 H -3.612 0.414 -7.775
69 O -0.054 0.109 8.577
70 H 0.678 0.168 7.963
71 H -0.237 -0.829 8.643
72 O 3.857 -5.590 -3.246
73 H 3.864 -5.475 -2.296
74 H 4.557 -5.018 -3.561
75 O 0.845 -0.277 -8.905
76 H 0.765 0.429 -9.546
77 H -0.043 -0.397 -8.569
78 O 5.681 6.057 1.970
79 H 5.103 6.775 2.227
80 H 5.390 5.817 1.091
81 O -7.113 1.040 1.377
82 H -7.999 1.174 1.713
83 H -6.903 0.136 1.610
84 O -0.301 -6.337 -4.388
85 H 0.497 -6.170 -3.886
86 H -0.411 -5.557 -4.931
87 O -5.521 2.090 -1.868
88 H -5.723 1.717 -1.010
89 H -4.583 1.938 -1.981
90 O 5.126 4.901 5.801
91 H 4.722 5.563 6.362
92 H 5.095 5.280 4.922

Computed properties:
Net charge = -1
Energy relative to the best compared isomer or geometry (same formula, charge and spin) = 107.3 kcal/mol
Orbital gap = 0.14544 Eh
Molar mass = 534.6 g mol⁻¹
E_HOMO = -2.2022 eV

These are the Löwdin partial charges, in e, on atoms 1 to 6: C -0.0574; C -0.5056; C -0.2114; C -0.2337; C -0.1604; C -0.4636

---

Record 4
C3H4N2O | ωB97M-V/def2-TZVPD

Cartesian coordinates (Å):
1 N 1.238 0.172 -1.862
2 C 1.278 -0.300 -0.803
3 C 0.760 -0.687 0.533
4 C -0.716 -0.247 0.317
5 N -0.919 1.119 0.136
6 O -1.592 -1.075 0.175
7 H 1.352 -0.219 1.339
8 H 0.837 -1.772 0.699
9 H -1.888 1.353 -0.045
10 H -0.280 1.691 -0.414

Computed properties:
SMILES = N#CCC(N)=O
Energy relative to the best compared isomer or geometry (same formula, charge and spin) = 17.3 kcal/mol
Orbital gap = 0.40877 Eh
Molar mass = 84.1 g mol⁻¹
E_HOMO = -10.5207 eV

These are the Löwdin partial charges, in e, on atoms 1 to 6: N 0.1542; C -0.2169; C -0.0712; C -0.5276; N 0.1371; O 0.0765

---

Record 5
C3H4N2OS2 | ωB97M-V/def2-TZVPD

Cartesian coordinates (Å):
1 O -1.584 -0.089 1.527
2 C -1.750 -0.116 0.364
3 N -0.809 -0.200 -0.629
4 N 0.507 -0.031 -0.262
5 C 0.866 1.316 -0.118
6 S 2.208 2.017 0.461
7 C 1.224 -1.200 0.120
8 S 2.813 -1.502 0.424
9 H -2.805 -0.209 -0.119
10 H -1.099 -0.015 -1.578
11 H -0.005 1.970 -0.350
12 H 0.435 -1.941 0.162

Computed properties:
SMILES = O=CNN(C=S)C=S
Energy relative to the best compared isomer or geometry (same formula, charge and spin) = 52.7 kcal/mol
Orbital gap = 0.28006 Eh
Molar mass = 148.2 g mol⁻¹
E_HOMO = -8.4929 eV

These are the Löwdin partial charges, in e, on atoms 1 to 6: O 0.0955; C -0.3775; N 0.0134; N -0.2141; C -0.6687; S 0.6734

---

Record 6
C12H12CrF5N2O3 | ωB97M-V/def2-TZVPD

Cartesian coordinates (Å):
1 Cr -0.472 -0.079 -0.203
2 C -2.403 -1.035 0.331
3 C -2.088 -1.421 -0.986
4 C -0.863 -2.123 -0.959
5 C -0.414 -2.185 0.397
6 C -1.377 -1.508 1.186
7 H -3.229 -0.407 0.619
8 H -2.635 -1.157 -1.875
9 H -0.355 -2.540 -1.813
10 H 0.497 -2.641 0.749
11 H -1.296 -1.311 2.243
12 C 3.675 1.553 2.479
13 C 2.480 0.683 2.220
14 N 2.497 -0.582 2.066
15 O 3.787 -1.105 2.117
16 C 1.157 1.339 2.136
17 C 0.832 2.510 3.006
18 N 0.325 0.888 1.282
19 O -0.882 1.376 1.074
20 H 4.598 1.006 2.320
21 H 3.660 1.919 3.508
22 H 3.650 2.423 1.822
23 H 3.641 -2.047 1.986
24 H 1.078 2.298 4.047
25 H -0.223 2.752 2.919
26 H 1.413 3.382 2.697
27 O 2.171 -0.338 -1.728
28 C 1.175 -0.238 -1.203
29 F -1.226 0.620 -2.943
30 C -1.139 1.208 -1.686
31 F -2.424 1.632 -1.401
32 C -0.362 2.510 -1.961
33 F -0.984 3.292 -2.850
34 F -0.175 3.232 -0.850
35 F 0.856 2.230 -2.466

Computed properties:
Spin multiplicity = 2
Energy relative to the best compared isomer or geometry (same formula, charge and spin) = 0.7 kcal/mol
Orbital gap (spin up / spin down) = 0.34562 / 0.30180 Eh
Molar mass = 379.2 g mol⁻¹
E_HOMO (spin up / spin down) = -9.1037 / -8.6189 eV
<S²> = 0.77

These are the Löwdin partial charges, in e, on atoms 1 to 6: Cr 0.5429; C -0.1104; C -0.1251; C -0.1441; C -0.1391; C -0.1328